Density functional theory data (the ωB97M-V functional and the def2-TZVPD basis) for a 2-piece molecular cluster, C4H13NS2 overall.

Element x y z (Å)
1 S -0.107 0.948 -3.331
2 S -0.293 0.828 2.742
3 N 1.616 -0.872 -0.037
4 C -0.916 -1.656 1.441
5 C 0.930 0.206 -0.781
6 C -1.375 -0.652 2.512
7 C 0.551 -0.322 -2.171
8 H -1.414 -1.209 3.466
9 H 0.070 0.502 -0.194
10 H 1.840 -0.589 0.933
11 H -1.442 -2.649 1.503
12 H -2.346 -0.304 2.246
13 H -1.060 -1.253 0.436
14 H -0.201 -1.081 -1.997
15 H 1.565 1.069 -0.720
16 H 0.113 -1.866 1.713
17 H -0.878 1.308 3.857
18 H 2.484 -1.118 -0.452
19 H -0.204 0.170 -4.432
20 H 1.423 -0.738 -2.678

The HOMO energy is -9.035 eV. The calculation puts the energy relative to the best compared isomer or geometry (same formula, charge and spin) at 18.4 kcal per mole. Its largest force on an atom is 0.02434 Eh/bohr. As for the spin multiplicity: 1. The structure (SMILES) is NCCS.CCS.